(1)
The following is a quantum chemistry calculation of an isolated molecule of C4H10N2OS at a distorted geometry, from the OMol25 dataset.

Summary:
Frontier orbital gap: 4.960 eV
LUMO level: -3.83 eV
HOMO energy: -8.8 eV

Each line ends with the Löwdin charge.
Geometry (Å):
O (-1.137778, -1.886204, -0.145275)  -0.047
C (-0.844193, -1.019050, 0.791576)  -0.327
C (0.434792, -0.088765, 0.623901)  -0.413
C (0.737964, 0.446661, 2.018976)  -0.668
S (1.523701, -0.782020, 3.021236)  0.692
N (0.284292, 0.949897, -0.385606)  -0.002
C (0.191169, 0.574207, -1.815229)  -0.325
N (-1.092931, 0.101088, -2.155322)  -0.005
H (-1.686790, -0.400224, 1.141361)  0.131
H (1.272033, -0.742107, 0.333304)  0.129
H (1.299068, 1.367425, 1.778329)  0.095
H (-0.221238, 0.845687, 2.378097)  0.083
H (-0.457744, -1.589963, 1.716349)  0.127
H (0.861626, 1.764019, -0.245012)  0.110
H (1.015484, -0.179310, -1.887162)  0.120
H (0.486034, 1.425827, -2.425442)  0.117
H (-1.379121, -0.858118, -1.595310)  0.117
H (-1.286369, 0.070949, -3.148772)  0.065

Forces on the atoms, in the same order (eV/Å):
0.84 1.52 1.24
-1.46 -1.04 -1.31
1.84 0.48 -1.37
-0.88 1.00 -0.78
-1.22 0.19 -0.87
-0.79 -0.25 0.48
1.51 -0.89 1.24
-1.75 -2.50 1.52
-0.11 0.03 0.04
-0.37 -0.54 -0.08
0.50 -0.41 0.57
0.28 -0.22 0.58
1.19 -0.17 0.86
-0.18 0.01 0.26
-0.34 0.08 -0.59
-0.19 0.10 0.04
0.97 2.89 -2.07
0.18 -0.28 0.24

=====

(2)
The following is a quantum chemistry calculation of an isolated molecule of C4H10N2OS at a distorted geometry, from the OMol25 dataset.

Summary:
Frontier orbital gap: 9.440 eV
LUMO level: 0.69 eV
Structure (SMILES): [H]/N=C(\N)[C@@H](OC)SC
HOMO energy: -8.7 eV

Each line ends with the Löwdin charge.
Geometry (Å):
C (-0.590037, -1.688636, -1.449618)  -0.142
C (-0.604356, 0.412172, -0.283420)  -0.626
C (-0.427996, -0.641428, 2.074280)  -0.374
C (0.508714, 1.458022, -0.206354)  -0.556
H (0.153960, -2.346462, -1.862166)  0.076
H (-1.205031, -1.440085, -2.359180)  0.102
H (-1.353813, -2.295173, -0.715150)  0.135
H (-1.342126, 0.797171, -1.044335)  0.110
H (-0.995865, -0.652561, 3.087821)  0.052
H (-0.053549, -1.626901, 1.553203)  0.076
H (0.447208, 0.069434, 2.022514)  0.022
H (1.612461, 0.023049, 0.250876)  0.095
H (2.503905, 1.540501, -0.016947)  0.144
H (1.124569, 3.250266, -0.840982)  0.062
N (1.638663, 1.022597, 0.194649)  0.138
N (0.236151, 2.627571, -0.768797)  0.080
O (0.095083, -0.748309, -0.726575)  -0.246
S (-1.747942, 0.238773, 1.090180)  0.851

Forces on the atoms, in the same order (eV/Å):
-3.01 -2.73 0.69
-1.32 1.17 -1.97
-0.56 0.20 0.31
-4.32 4.39 -3.36
0.31 -0.62 0.21
0.47 0.93 1.01
1.78 1.18 -1.77
1.21 -0.39 0.13
1.88 -0.70 -1.43
-1.31 1.67 1.46
-1.02 -0.82 0.85
1.13 -0.39 0.07
-0.85 -0.72 0.27
-1.76 -1.39 0.43
4.18 -1.00 1.60
1.79 -0.78 0.96
-0.32 1.28 0.22
1.73 -1.26 0.32

=====

(3)
The following is a quantum chemistry calculation of an isolated molecule of C4H10N2OS at a distorted geometry, from the OMol25 dataset.

Summary:
Frontier orbital gap: 9.799 eV
LUMO level: 0.87 eV
Structure (SMILES): CN[C@@H](CS)C(N)=O
HOMO energy: -8.9 eV

Each line ends with the Löwdin charge.
Geometry (Å):
C (1.021560, -1.571907, -1.038474)  -0.092
N (1.273941, -0.137990, -0.685795)  -0.068
C (0.160745, 0.542975, -0.077291)  -0.380
C (-0.961130, 1.126247, -0.932384)  -0.558
S (-1.701704, 2.651884, -0.370857)  0.723
C (-0.474112, -0.423652, 0.979512)  -0.513
N (0.110890, -0.257283, 2.240572)  0.150
O (-1.448095, -1.114646, 0.866283)  0.079
H (0.944081, -2.177298, -0.138187)  0.071
H (2.012530, -1.919329, -1.340668)  0.083
H (0.146004, -1.760174, -1.630210)  0.079
H (1.567644, 0.373270, -1.508824)  0.104
H (0.533969, 1.403353, 0.503670)  0.118
H (-0.681048, 1.345612, -1.998902)  0.087
H (-1.812628, 0.436125, -1.039442)  0.065
H (-1.727812, 2.428321, 0.937758)  -0.148
H (-0.028411, -1.020422, 2.892538)  0.101
H (1.063568, 0.074921, 2.340708)  0.098

Forces on the atoms, in the same order (eV/Å):
1.67 0.87 1.31
-0.43 -1.02 -0.36
-0.80 0.30 1.06
-0.86 -0.90 -1.81
0.08 0.98 -0.05
0.85 1.48 1.67
0.56 -0.64 -0.08
-0.29 -0.33 -0.83
-0.51 0.29 0.43
-0.48 -0.15 -1.15
-0.08 -0.18 -0.78
0.08 -0.08 0.00
0.17 -0.29 -0.14
0.22 -0.15 1.01
0.55 -0.21 0.14
-0.03 -0.29 0.32
-0.48 0.07 -0.18
-0.22 0.24 -0.57

=====

(4)
The following is a quantum chemistry calculation of an isolated molecule of C4H10N2S at a distorted geometry, from the OMol25 dataset.

Summary:
Frontier orbital gap: 8.770 eV
LUMO level: 0.58 eV
Structure (SMILES): C=NS[C@H](C)CN
HOMO energy: -8.2 eV

Each line ends with the Löwdin charge.
Geometry (Å):
C (-0.975594, 1.462995, -1.156763)  -0.121
C (0.372495, 0.951826, -0.581459)  -0.662
C (0.702083, -0.502922, -1.253728)  -0.276
C (0.247468, -0.750021, 3.158105)  -0.148
H (-1.885684, 0.916461, -0.708235)  0.101
H (-0.746362, 1.491893, -2.362254)  0.149
H (-1.116576, 2.289898, -0.617812)  -0.007
H (1.214208, 1.764989, -0.714953)  0.119
H (1.531852, -0.923483, -0.445677)  0.120
H (0.996943, -0.271616, -2.211066)  0.054
H (-0.654538, -2.159157, -1.898972)  0.106
H (-0.617898, -1.482769, -0.344970)  -0.028
H (1.269100, -0.311930, 3.696338)  0.108
H (-0.266617, -1.580474, 3.635652)  0.036
N (-0.568508, -1.313738, -1.263239)  0.002
N (-0.238194, -0.315299, 1.951089)  -0.405
S (0.735820, 0.733346, 1.117946)  0.852

Forces on the atoms, in the same order (eV/Å):
1.02 -3.59 -1.57
-0.07 -1.78 -1.65
-0.27 0.00 3.67
0.70 2.54 -3.13
1.52 -0.17 -1.72
-1.50 0.22 3.20
-0.43 4.54 0.84
-1.38 -1.69 -0.29
-1.64 0.58 -2.82
1.23 -0.13 -2.26
0.77 1.57 1.45
-1.31 -1.85 4.10
-2.67 -1.10 -1.64
-0.16 0.42 0.01
1.74 1.10 -4.44
1.48 -2.59 3.90
0.98 1.93 2.36

=====

(5)
The following is a quantum chemistry calculation of a 2-piece molecular cluster, C4H10N2S overall at a distorted geometry, from the OMol25 dataset.

Summary:
Frontier orbital gap (alpha / beta): 7.963 / 7.964 eV
LUMO level (alpha / beta): 0.00 / 0.00 eV
HOMO energy (alpha / beta): -8.0 / -8.0 eV

Each line ends with the Löwdin charge.
Geometry (Å):
C (-2.224469, 2.094299, 0.444222)  0.001
C (0.444395, -0.968859, 0.673930)  -0.920
C (0.520301, -1.277640, -0.817359)  -0.162
C (1.638621, -0.431616, 1.373128)  -0.151
N (-1.035731, 1.857761, -0.069530)  -0.223
N (-0.635235, 1.721907, -1.319543)  -0.004
S (-0.919564, -1.413573, 1.423566)  0.700
H (-3.066803, 1.979873, -0.313566)  0.102
H (-2.342833, 2.172877, 1.434357)  0.014
H (-0.166400, -2.006872, -1.268626)  0.073
H (1.617750, -1.514166, -1.077646)  0.097
H (0.434744, -0.284981, -1.275040)  0.035
H (2.514813, -1.097809, 1.021717)  0.113
H (1.458244, -0.422000, 2.447289)  0.057
H (1.906800, 0.661146, 1.168440)  0.102
H (-0.284018, 1.707595, 0.572231)  0.111
H (-1.453030, 1.955765, -1.943413)  0.055

Forces on the atoms, in the same order (eV/Å):
-0.20 -0.91 -5.21
-1.06 -1.45 -1.27
2.84 0.83 -0.01
1.47 0.64 -0.47
-1.16 0.17 -1.13
-0.84 0.48 0.11
-0.13 0.29 0.59
1.10 0.55 1.41
-0.39 0.20 3.40
0.15 0.40 0.66
-1.53 -0.12 0.32
-0.44 -0.15 -0.34
-1.08 1.23 0.94
0.26 -0.49 -0.02
-0.35 -1.40 -0.41
0.53 0.08 0.52
0.84 -0.36 0.93

=====

(6)
The following is a quantum chemistry calculation of C4H10N2S as an isolated structure at a distorted geometry, from the OMol25 dataset.

Summary:
Frontier orbital gap: 9.289 eV
LUMO level: 0.70 eV
HOMO energy: -8.6 eV

Each line ends with the Löwdin charge.
Geometry (Å):
C (-0.916478, -2.308246, -0.947199)  -0.068
C (-0.098004, -0.038596, -0.368051)  -0.879
C (0.817251, -0.315496, 2.271812)  -0.335
C (-0.319482, 1.967305, -1.510996)  -0.256
H (-0.655843, -2.630071, -2.038091)  0.106
H (-1.977585, -1.919773, -0.846246)  0.095
H (-1.027916, -3.161661, -0.318464)  0.043
H (0.816739, -1.592277, 0.302376)  0.072
H (1.218960, 0.098387, 3.272587)  0.081
H (-0.086158, -0.722272, 2.612612)  0.009
H (1.359711, -1.178895, 2.086725)  -0.006
H (0.755812, 2.296273, -0.993077)  0.053
H (-0.322829, 2.158931, -2.868878)  0.146
H (-1.138683, 2.733327, -1.020434)  0.097
N (-0.041662, -1.377039, -0.117786)  -0.067
N (-0.545706, 0.529714, -1.382237)  -0.070
S (0.516853, 0.876219, 0.852353)  0.980

Forces on the atoms, in the same order (eV/Å):
-0.22 0.74 0.31
-0.23 -1.68 -0.43
-0.12 2.11 1.60
0.40 2.14 -1.99
-0.15 1.08 2.04
1.40 0.11 -0.78
0.42 -1.15 0.14
0.87 -1.33 0.24
-0.20 0.25 -2.11
-1.85 -0.29 0.07
1.68 -1.26 -0.86
-2.58 -0.63 -1.82
0.17 -0.18 4.52
1.79 -2.17 -1.25
-2.92 -0.85 -2.60
-0.82 1.23 -1.87
2.36 1.89 4.79

=====

(7)
The following is a quantum chemistry calculation of an isolated molecule of C4H10N2S2 at a distorted geometry, from the OMol25 dataset.

Summary:
Frontier orbital gap: 9.567 eV
LUMO level: 0.69 eV
Structure (SMILES): C/N=C(/NS)[C@H](C)S
HOMO energy: -8.9 eV

Each line ends with the Löwdin charge.
Geometry (Å):
C (2.333499, -0.624170, -0.299518)  -0.134
C (-0.034142, -0.655205, -0.387749)  -0.496
C (-0.148168, 0.817812, 0.043893)  -0.651
C (-0.383703, 0.961566, 1.549721)  -0.134
H (2.395092, -0.184805, 0.708738)  0.078
H (2.510441, 0.164627, -1.042638)  0.083
H (3.139660, -1.339449, -0.363219)  0.064
H (-0.907910, -2.254414, -1.093781)  0.066
H (-3.408088, -0.593019, -0.653111)  -0.158
H (0.802955, 1.275845, -0.192742)  0.072
H (-1.344434, 0.592618, 1.832046)  0.029
H (-0.271256, 2.019306, 1.849146)  0.083
H (0.374297, 0.366714, 2.105474)  0.091
H (-0.887526, 1.636029, -2.062762)  -0.139
N (1.058249, -1.280336, -0.503156)  0.025
N (-1.182428, -1.347710, -0.772747)  -0.371
S (-2.631673, -1.339608, 0.139634)  0.745
S (-1.414863, 1.784197, -0.857233)  0.746

Forces on the atoms, in the same order (eV/Å):
-0.30 0.48 0.46
-0.05 0.78 0.18
-0.19 -0.51 -0.08
1.22 0.28 0.20
0.06 0.07 -0.24
0.04 -0.08 0.11
0.11 -0.28 -0.18
-0.07 -0.54 -0.17
0.07 0.11 -0.24
0.15 0.07 -0.03
-0.70 -0.14 0.19
-0.14 -0.47 -0.11
-0.40 0.36 -0.36
0.18 -0.06 -0.39
0.21 -0.31 -0.18
-0.51 0.47 0.23
0.42 -0.20 0.12
-0.10 -0.03 0.48

=====

(8)
The following is a quantum chemistry calculation of an isolated molecule of C4H10N2Si at a distorted geometry, from the OMol25 dataset.

Summary:
Frontier orbital gap: 7.659 eV
LUMO level: 0.80 eV
Structure (SMILES): CN1C=CN(C)[SiH2]1
HOMO energy: -6.9 eV

Each line ends with the Löwdin charge.
Geometry (Å):
C (0.554672, -1.271466, 0.066910)  -0.174
C (-0.745790, -1.191086, 0.015765)  -0.238
C (2.664791, -0.120775, -0.057296)  -0.144
C (-2.716470, 0.418637, 0.061898)  -0.159
N (1.215912, 0.027629, -0.036362)  -0.310
N (-1.351299, 0.045700, -0.237570)  -0.246
Si (0.190790, 1.354866, -0.021085)  0.696
H (1.144753, -2.132866, -0.095255)  0.088
H (-1.441950, -2.071153, 0.198465)  0.130
H (3.190058, 0.827852, -0.279763)  0.075
H (3.115125, -0.508032, 0.911661)  0.092
H (2.941814, -0.903718, -0.773642)  0.071
H (-3.430891, 0.031091, -0.748081)  0.091
H (-2.816946, -0.118225, 1.071890)  0.099
H (-2.787637, 1.490201, 0.023553)  0.048
H (0.358091, 1.952581, 1.195495)  -0.078
H (-0.085031, 2.168759, -1.296584)  -0.040

Forces on the atoms, in the same order (eV/Å):
1.31 2.00 -0.49
-4.29 -0.94 0.36
0.74 -0.01 0.91
0.17 -2.88 0.27
1.54 -2.14 -0.21
4.00 2.54 0.01
-3.62 -3.33 -3.63
0.45 -0.74 0.35
1.04 1.03 -0.54
-0.33 -0.52 -0.09
-0.77 0.56 -0.67
0.07 0.44 -0.26
0.75 0.24 1.30
-1.36 1.43 -1.10
-0.26 0.39 0.60
0.01 1.89 2.09
0.55 0.02 1.10

=====

Computed E (eV) in order:
-20167.3809 -20170.9143 -20172.7865 -18121.3848 -18122.0609 -18122.2935 -28960.0689 -15166.0972